Record 1
Density functional theory data (ωB97M-V with the def2-TZVPD basis set) for a 2-piece molecular cluster, C10H10Br2 overall.

* F_max: 0.06677 hartree/bohr
* highest occupied orbital energy (spin up / spin down): -8.07 / -8.48 eV
* relative energy (zero: lowest compared OMol25 entry of this formula, charge and spin): 54.9 kcal/mol
* orbital gap (spin up / spin down): 7.96 / 8.59 eV

```
22
Properties=species:S:1:pos:R:3:forces:R:3:nbo_charge:R:1
C -0.0806 3.2006 -1.3322 2.00 0.58 0.20 -0.178
C 0.8105 2.1121 -1.2730 -0.47 -1.20 0.02 -0.328
C -1.2322 3.1914 -0.5577 1.05 0.01 -0.62 -0.275
C -1.5327 2.0472 0.0959 -1.39 -2.24 0.28 -0.030
C 0.3725 0.9745 -0.5709 0.66 -1.71 -0.86 0.148
C -0.8905 0.7962 -0.0173 1.72 1.59 -0.26 -0.221
C -1.4577 -0.4473 0.5187 1.27 -0.34 -1.97 -0.185
C 1.8508 -1.0405 -0.3256 -2.40 1.99 -0.97 -0.216
C -1.5074 -1.6204 -0.1017 -0.69 -0.62 -0.59 -0.376
C 2.2829 -1.0522 -1.7619 1.90 2.77 0.70 -0.701
Br -3.1776 1.9394 0.9942 -1.00 0.51 0.53 0.046
Br 2.9888 -0.2022 0.8976 0.31 -0.44 0.26 0.089
H 0.3081 4.1226 -1.8033 -0.68 -0.57 0.02 0.222
H 1.7626 2.0445 -1.8565 -0.85 0.42 0.72 0.228
H -1.9035 4.0043 -0.4745 -0.34 0.82 -0.06 0.235
H -1.8069 -0.3471 1.4785 -1.08 -0.06 2.13 0.216
H -2.0577 -2.4637 0.3065 0.23 0.17 0.56 0.204
H 0.9818 -1.6092 0.0753 1.22 0.35 -0.27 0.238
H 3.2202 -1.5233 -2.0255 0.00 -1.08 0.24 0.229
H 1.5394 -1.1345 -2.4885 -1.49 -1.10 -0.85 0.236
H 2.6087 0.0030 -2.0159 -0.24 -0.66 0.57 0.219
H -1.2066 -1.8767 -1.1223 0.26 0.80 0.21 0.200
```
Positions in Å, forces in eV/Å.


Record 2
Density functional theory data (ωB97M-V with the def2-TZVPD basis set) for C47H58NO4SSn as an isolated structure.

* total charge: +1
* F_max: 0.00904 hartree/bohr
* highest occupied orbital energy (spin up / spin down): -10.71 / -10.69 eV
* relative energy (zero: lowest compared OMol25 entry of this formula, charge and spin): 0.0 kcal/mol
* orbital gap (spin up / spin down): 5.75 / 5.88 eV

```
112
Properties=species:S:1:pos:R:3:forces:R:3:mulliken_charge:R:1
Sn 0.4837 1.1754 -3.3222 0.27 0.30 -0.05 1.603
C 0.2292 0.3872 0.7308 0.00 0.00 0.00 -0.450
O 0.5541 1.0612 -0.4938 0.00 -0.09 0.15 0.185
C 1.2370 2.2690 -0.3920 -0.02 0.02 -0.05 -0.235
C 2.6374 2.2871 -0.4533 0.02 -0.01 0.06 -0.261
C 3.5833 1.1065 -0.6666 -0.08 -0.03 -0.08 -1.452
C 3.1374 -0.3145 -0.5176 0.01 0.04 -0.02 0.230
C 3.5024 -1.0582 0.5723 -0.03 -0.07 0.03 -0.137
C 3.1932 -2.4275 0.6837 0.00 0.04 -0.04 -0.292
C 2.4526 -3.0323 -0.3562 0.00 0.02 0.02 -0.636
C 2.0307 -2.3393 -1.4536 0.05 0.00 0.01 0.283
C 1.1049 -2.9435 -2.4732 -0.04 0.09 0.04 -1.614
C -0.3098 -2.8072 -1.9429 0.06 0.06 -0.04 0.285
C -0.7513 -3.6931 -0.9639 -0.02 -0.04 0.00 -0.012
C -2.0057 -3.5915 -0.3824 0.00 0.00 -0.01 -0.341
C -2.8195 -2.5455 -0.8099 -0.03 -0.03 0.00 -0.347
C -2.4237 -1.6401 -1.7815 -0.03 0.07 -0.03 0.486
C -3.3482 -0.4936 -2.1451 0.10 0.02 0.04 -1.514
C -3.2018 0.5718 -1.0937 -0.01 0.04 0.02 0.049
C -3.8894 0.5318 0.0848 0.00 -0.01 0.02 -0.450
C -3.6503 1.4484 1.1330 0.03 0.02 -0.04 -0.365
C -2.6560 2.4275 0.9467 -0.05 -0.05 0.03 0.055
C -1.9527 2.5408 -0.2228 0.02 0.04 -0.02 0.178
C -0.9871 3.6640 -0.4391 0.01 -0.07 -0.08 -1.465
C 0.5247 3.4697 -0.3445 -0.02 0.01 0.06 0.104
C 1.2340 4.6683 -0.2768 0.00 0.02 0.00 -0.470
C 2.6169 4.7239 -0.2843 0.01 0.02 -0.01 0.054
C 3.2878 3.5122 -0.3855 0.02 -0.01 0.01 -0.640
C 3.4030 6.0309 -0.2078 0.01 0.00 0.00 1.926
C 2.4848 7.2489 -0.1023 0.01 -0.03 0.00 -2.088
C 4.2613 6.1795 -1.4727 -0.02 0.01 0.01 -1.617
C 4.3129 5.9974 1.0290 -0.02 -0.01 -0.01 -1.621
C -2.2435 1.6358 -1.3154 0.08 -0.01 -0.01 0.987
O -1.6959 1.7845 -2.4387 -0.25 0.09 -0.02 -1.129
C -4.4480 1.3317 2.4186 0.00 -0.02 0.04 1.960
C -4.0909 2.4224 3.4300 -0.01 -0.03 -0.03 -2.158
C -5.9481 1.4372 2.0960 0.02 0.03 -0.01 -1.736
C -4.1543 -0.0414 3.0489 0.00 0.02 -0.02 -1.635
C -1.1546 -1.7803 -2.3422 0.00 -0.17 0.28 -0.381
O -0.7591 -0.9226 -3.3700 -0.07 -0.05 -0.29 -0.090
C -1.2037 -1.3902 -4.6726 -0.01 -0.01 -0.15 -1.138
C -2.5073 -4.5617 0.6844 -0.01 0.00 0.02 2.133
C -3.7968 -5.2355 0.1935 0.02 0.01 0.00 -1.826
C -1.4821 -5.6507 1.0013 -0.01 0.02 -0.01 -1.951
C -2.7955 -3.7779 1.9733 0.01 0.00 -0.01 -1.550
C 2.4213 -0.9527 -1.6019 -0.02 0.02 0.05 1.173
O 2.1735 -0.3257 -2.6669 0.06 -0.04 -0.13 -1.143
C 3.5974 -3.2613 1.8846 0.00 -0.02 0.05 1.943
C 4.4307 -4.4639 1.4098 0.00 0.04 0.00 -1.701
C 4.4236 -2.4674 2.8983 -0.03 -0.02 -0.03 -2.181
C 2.3162 -3.7632 2.5756 0.01 0.01 -0.02 -1.581
H 0.5948 0.9514 1.5889 0.00 0.00 0.00 0.415
H 0.6862 -0.6033 0.7244 0.02 -0.01 -0.01 -0.206
H -0.8542 0.2791 0.8013 0.00 0.00 0.00 -0.210
H 4.4241 1.2573 0.0102 0.03 0.00 0.00 0.659
H 3.9785 1.2090 -1.6819 0.01 0.02 0.00 0.480
H 4.0618 -0.5717 1.3597 0.00 -0.01 0.00 0.681
H 2.1911 -4.0801 -0.2736 0.02 0.01 0.02 0.465
H 1.3438 -3.9971 -2.6159 -0.01 -0.01 0.00 0.861
H 1.2180 -2.4254 -3.4217 0.02 -0.04 -0.03 0.315
H -0.0862 -4.4937 -0.6685 -0.01 0.01 -0.01 0.544
H -3.8100 -2.4331 -0.3829 0.02 0.00 -0.01 0.424
H -4.3777 -0.8496 -2.1738 0.00 -0.02 0.00 0.864
H -3.0929 -0.0810 -3.1176 -0.05 0.00 -0.02 0.307
H -4.6343 -0.2431 0.2226 0.00 0.02 0.02 0.455
H -2.4459 3.1327 1.7396 -0.02 -0.01 0.00 0.665
H -1.2421 4.4543 0.2667 -0.02 0.03 0.00 0.650
H -1.1834 4.0641 -1.4385 0.01 0.02 0.00 0.477
H 0.6596 5.5850 -0.2307 0.01 -0.02 0.00 0.649
H 4.3718 3.5067 -0.4267 -0.02 0.01 0.00 0.613
H 1.8399 7.3436 -0.9786 0.00 0.01 0.02 0.409
H 3.0919 8.1527 -0.0398 -0.01 0.00 -0.01 0.440
H 1.8596 7.2079 0.7922 0.00 0.01 -0.01 0.390
H 3.6333 6.2055 -2.3656 0.02 0.00 0.00 0.357
H 4.9719 5.3588 -1.5806 -0.01 0.01 0.00 0.330
H 4.8300 7.1102 -1.4281 0.00 -0.01 -0.01 0.456
H 3.7249 5.8623 1.9392 0.02 0.01 0.00 0.363
H 4.8631 6.9364 1.1134 0.00 -0.02 0.00 0.460
H 5.0416 5.1871 0.9713 -0.01 0.01 0.01 0.330
H -4.2864 3.4199 3.0315 0.01 -0.01 0.02 0.439
H -3.0452 2.3651 3.7393 -0.01 0.01 0.00 0.405
H -4.7044 2.2961 4.3222 0.00 0.01 0.00 0.441
H -6.1798 2.3991 1.6349 -0.01 -0.02 0.01 0.418
H -6.5230 1.3544 3.0195 0.00 0.00 -0.01 0.471
H -6.2829 0.6473 1.4231 0.01 0.01 0.01 0.299
H -3.0869 -0.1601 3.2494 -0.02 0.00 0.01 0.309
H -4.4732 -0.8584 2.4001 0.01 0.01 0.02 0.370
H -4.6923 -0.1328 3.9939 0.00 -0.01 -0.01 0.520
H -1.8674 -2.2416 -4.5376 -0.01 0.03 0.01 0.420
H -0.3422 -1.6860 -5.2655 0.08 0.01 -0.03 0.250
H -1.7319 -0.5849 -5.1749 0.00 0.08 -0.04 0.260
H -3.6134 -5.7993 -0.7231 -0.01 0.00 0.01 0.411
H -4.5826 -4.5060 -0.0091 0.01 -0.02 0.01 0.298
H -4.1694 -5.9270 0.9515 0.00 0.01 -0.01 0.467
H -1.2443 -6.2493 0.1195 0.01 0.00 0.02 0.445
H -1.8906 -6.3226 1.7570 0.01 0.00 0.00 0.446
H -0.5573 -5.2275 1.4013 -0.01 -0.02 -0.02 0.241
H -3.5782 -3.0324 1.8217 0.02 0.00 0.00 0.289
H -1.8973 -3.2617 2.3222 -0.02 -0.01 0.00 0.262
H -3.1288 -4.4571 2.7605 0.00 0.01 -0.01 0.535
H 5.3379 -4.1311 0.9023 -0.01 -0.02 0.01 0.413
H 3.8755 -5.1089 0.7281 0.00 0.01 0.01 0.290
H 4.7232 -5.0638 2.2728 0.00 0.00 -0.01 0.476
H 5.3496 -2.0935 2.4572 -0.01 0.00 0.02 0.447
H 4.6922 -3.1209 3.7283 0.01 0.01 0.00 0.439
H 3.8638 -1.6253 3.3102 0.01 -0.01 0.00 0.406
H 1.7257 -4.4018 1.9164 0.01 0.01 0.02 0.287
H 1.6905 -2.9255 2.8928 0.01 -0.02 0.01 0.328
H 2.5817 -4.3453 3.4595 -0.01 0.00 -0.01 0.524
S 0.0101 0.2713 -7.9958 0.00 0.02 0.15 -0.347
C 0.3669 0.8166 -6.5482 -0.04 -0.08 -0.25 0.544
N 0.6432 1.2343 -5.4692 -0.12 -0.26 0.37 -0.870
```
Positions in Å, forces in eV/Å.


Record 3
Density functional theory data (ωB97M-V with the def2-TZVPD basis set) for C35H44BrCl2N7O2PbSi2 as an isolated structure.

* F_max: 0.09548 hartree/bohr
* highest occupied orbital energy (spin up / spin down): -7.15 / -7.15 eV
* relative energy (zero: lowest compared OMol25 entry of this formula, charge and spin): 65.4 kcal/mol
* orbital gap (spin up / spin down): 4.18 / 4.22 eV

```
94
Properties=species:S:1:pos:R:3:forces:R:3:mulliken_charge:R:1
Pb 0.7010 0.9455 0.8537 -0.29 -0.68 0.73 1.307
Cl -1.2797 -4.3263 -1.0055 -0.55 0.22 -0.08 -0.179
C -2.1558 -2.8266 -1.1704 0.44 1.83 -0.82 0.057
C -3.5072 -2.7726 -1.5371 0.35 1.18 1.62 -0.563
C -4.2049 -1.5557 -1.4729 1.19 -1.25 -0.71 0.124
Cl -5.9237 -1.5451 -1.6823 -0.03 -0.10 -0.22 -0.252
C -3.5061 -0.3741 -1.3306 1.67 0.13 2.26 0.336
C -4.0591 0.9012 -1.6127 -1.78 0.79 -1.84 -1.031
C -3.3707 2.0491 -1.4593 -0.82 -0.35 -0.83 -1.592
C -2.1629 1.9710 -0.6217 -0.67 -1.49 2.38 0.898
N -1.3279 0.7049 -0.7801 -0.60 2.53 0.29 0.619
C -2.0841 -0.3908 -0.9209 -1.61 -0.51 -2.00 -0.715
C -1.4109 -1.6157 -1.1241 -1.11 -0.99 0.04 0.186
O -0.0871 -1.5790 -1.3337 0.68 -0.35 -0.21 -0.145
H -3.9963 -3.6612 -1.7433 -1.07 -1.58 -0.10 0.714
H -5.0598 0.8480 -2.2005 1.86 0.52 1.15 0.246
H -3.7309 2.9739 -1.9105 0.06 -0.29 0.42 0.418
H -2.4576 2.0293 0.4613 -0.02 -0.06 -0.49 -0.103
C 3.7656 3.4191 0.6151 0.39 -0.80 -0.78 -0.909
C 3.1070 3.3778 1.9612 0.79 -0.08 0.25 0.335
C 3.5467 4.0935 3.0535 0.95 1.82 -0.75 -0.806
C 2.7008 4.2637 4.1490 1.13 0.34 0.06 -0.581
C 1.5742 3.5134 4.2222 -1.01 0.10 0.00 -0.815
C 1.1529 2.7246 3.1211 0.98 -0.78 -0.09 0.700
N 2.0436 2.6075 2.0573 -2.40 0.08 0.41 -0.013
N 0.0113 2.0247 3.0052 0.15 -0.60 -0.73 0.238
Si -1.3196 1.8225 4.1276 0.38 0.54 0.59 0.135
C -0.6239 1.2084 5.8073 -0.02 0.67 1.47 -1.126
C -2.0944 3.5392 4.4580 -0.33 -0.15 -0.71 -1.118
C -2.5571 0.5762 3.4216 1.68 -1.27 1.31 -0.419
H 4.2953 4.3704 0.4463 -0.29 -0.41 0.01 0.415
H 2.9962 3.2445 -0.1845 0.69 0.41 0.68 0.008
H 4.5082 2.5878 0.5018 -0.45 0.64 0.15 0.205
H 4.4353 4.7445 2.9340 -0.63 -0.50 0.12 0.323
H 2.9636 5.0512 4.8845 -0.26 -0.92 -0.23 0.372
H 0.9315 3.6122 5.0652 -0.50 0.09 0.41 0.371
H 0.1999 1.8660 6.1826 -0.91 0.21 -0.22 0.292
H -0.0259 0.3195 5.7764 -0.03 -1.12 -0.61 0.316
H -1.3250 1.0431 6.7008 0.66 0.44 -1.42 0.346
H -1.2742 4.2676 4.4215 -0.13 -0.06 0.53 0.336
H -2.6510 3.5504 5.4177 0.40 0.23 -0.52 0.343
H -2.7649 3.8977 3.6355 0.28 -0.55 0.63 0.284
H -2.4068 -0.3557 4.0909 -0.31 1.22 -1.23 0.243
H -2.2004 0.3381 2.4045 -0.64 -0.08 0.22 -0.404
H -3.5888 0.8706 3.5171 -0.32 0.15 -0.37 0.503
Br -1.9743 -4.9995 3.7818 -0.18 -0.21 0.14 -0.153
C -0.6149 -3.7177 3.8757 0.26 1.55 -1.63 -0.409
C 0.5515 -3.9232 4.5591 0.10 -1.74 1.32 0.021
C 1.5865 -2.9763 4.5708 -1.99 -0.70 -1.16 -1.011
C 1.3669 -1.8712 3.7789 0.47 0.95 -0.31 -0.121
N 0.2647 -1.6559 3.0063 0.04 -0.70 0.09 0.326
C -0.7081 -2.5844 3.0122 1.27 -0.75 1.42 -0.179
H 0.5958 -4.9239 5.0666 0.41 1.23 -0.23 0.314
H 2.5122 -3.1965 5.0305 0.73 0.09 0.53 0.503
H 2.2088 -1.1387 3.7431 -1.08 -0.25 -0.26 0.274
H -1.5468 -2.5904 2.3307 -0.02 0.78 -0.17 0.450
C 1.5435 0.3121 -2.6585 2.07 0.79 -0.61 -0.309
Si 0.7904 -1.3958 -2.7991 0.71 -0.48 0.44 -0.439
C -0.2588 -1.6274 -4.4756 0.25 0.85 2.17 2.091
C -1.0757 -2.9233 -4.3646 -1.07 0.67 1.14 -1.037
C -1.2202 -0.3715 -4.5169 -0.19 -0.12 0.34 -1.563
C 0.5997 -1.6984 -5.7272 0.46 2.37 -0.71 -1.700
C 2.2837 -2.5781 -2.3534 0.31 -1.44 -0.12 1.817
C 1.9514 -4.1128 -2.5697 -0.93 -0.58 1.37 -1.222
C 3.5571 -2.3146 -3.2058 -0.38 2.08 0.27 -1.592
C 2.7332 -2.3167 -0.8595 -0.78 0.73 0.71 -1.542
H 2.0160 0.6607 -3.6206 -0.82 -0.32 0.45 0.402
H 2.5244 0.3263 -2.0328 -1.99 -0.03 -0.35 0.230
H 0.8015 1.0745 -2.3740 0.44 -0.24 0.15 -0.566
H -2.1123 -2.6887 -4.7104 0.63 -0.58 0.28 0.262
H -1.1118 -3.3621 -3.3324 -0.14 0.47 -1.10 -0.021
H -0.6252 -3.6479 -4.9939 0.21 -0.91 -0.65 0.438
H -1.7597 -0.1591 -3.5539 0.36 -0.63 -0.71 0.418
H -1.9887 -0.5239 -5.3062 0.39 0.08 0.38 0.482
H -0.7168 0.5842 -4.7184 0.24 -0.36 -0.20 0.256
H 1.2980 -2.5384 -5.7728 -0.26 -0.01 0.09 0.331
H 1.2276 -0.7190 -5.8440 -1.03 -1.67 0.07 0.246
H -0.1254 -1.7295 -6.5819 0.81 -0.12 0.35 0.485
H 1.9635 -4.4725 -3.6068 0.39 0.46 0.08 0.277
H 0.9411 -4.4236 -2.2219 0.45 0.67 -0.16 0.083
H 2.5732 -4.8063 -1.9401 0.09 0.80 -0.71 0.324
H 3.5638 -2.8337 -4.1813 0.11 0.23 0.57 0.302
H 4.4565 -2.5027 -2.5850 -0.34 -0.30 -0.66 0.413
H 3.5571 -1.1881 -3.3750 0.45 -1.26 -0.20 0.301
H 1.9275 -2.3177 -0.0729 0.32 0.15 -1.06 0.117
H 3.3152 -1.3591 -0.7092 -0.68 -0.81 -0.47 0.234
H 3.3870 -3.0979 -0.4914 0.42 -0.41 -0.37 0.609
O -0.2386 2.9881 0.1815 -2.13 1.07 -2.94 -0.505
N -1.2402 3.0866 -0.7001 2.86 0.21 -0.29 0.446
C -1.1015 3.8729 -1.8065 1.14 -0.13 1.38 1.244
C 0.2533 4.0757 -2.2123 4.89 0.28 -0.39 -0.146
N 1.4198 4.0841 -2.4702 -4.76 0.08 0.84 -0.548
C -2.1006 4.6650 -2.4507 -3.39 0.24 -1.28 -0.051
N -3.0282 5.2021 -2.9453 2.97 -1.24 1.42 -0.485
```
Positions in Å, forces in eV/Å.